[1]
C51H64AsBBrN6OsS | ωB97M-V/def2-TZVPD

Output
- Net charge: +1
- Highest occupied orbital energy: -10.59 eV

The geometry in XYZ format:
```
126
Properties=species:S:1:pos:R:3:forces:R:3:mulliken_charge:R:1
Os 0.01148 0.58382 0.25684 0.4 0.5 -0.1 2.781
C 3.91336 2.55747 2.51500 -0.1 0.1 0.0 -1.484
C 2.87712 1.62322 3.15842 0.0 0.1 -0.2 0.595
C 1.79877 2.47139 3.82784 0.1 -0.1 0.1 -2.116
C 2.60665 0.39633 2.27277 0.2 -0.3 0.3 -0.166
C 3.65418 -0.52542 2.21563 -0.1 -0.1 -0.1 -1.138
C 3.18784 -1.64330 1.55556 0.1 0.2 0.1 -0.372
C 4.00849 -2.87501 1.29557 0.0 0.0 0.0 0.447
C 3.62544 -3.68475 0.06225 0.0 0.0 -0.1 -1.364
C 4.08017 -3.75436 2.54789 -0.1 0.0 0.0 -1.414
N 1.90693 -1.40018 1.23346 0.0 -0.3 0.0 0.763
N 1.54978 -0.14672 1.63117 -0.3 0.3 -0.2 -0.045
B 0.74872 -2.40767 0.99506 0.1 0.1 0.0 0.311
N 0.30718 -2.41016 -0.46988 -0.3 -0.1 0.0 1.052
N -0.28387 -1.26494 -0.91511 0.2 0.3 -0.1 0.123
C -0.94348 -1.57550 -2.03781 0.0 0.0 -0.1 -0.735
C -0.75664 -2.92364 -2.32720 -0.1 0.0 0.1 -0.871
C -0.00058 -3.43400 -1.28996 0.1 0.1 0.0 -0.303
C 0.37460 -4.87017 -1.07800 0.0 0.0 0.0 1.255
C 1.34346 -5.34480 -2.16405 0.0 0.0 0.0 -1.722
C -0.88611 -5.73963 -1.06843 0.0 0.0 0.0 -1.708
C -1.85322 -0.67199 -2.80886 0.0 0.0 0.0 2.644
C -3.29154 -0.99486 -2.38657 0.0 -0.1 0.0 -1.950
C -1.68961 -0.83634 -4.31879 0.0 0.0 0.0 -1.935
N -0.48906 -1.95043 1.82168 0.1 0.1 0.0 1.257
N -1.14266 -0.79228 1.49066 -0.2 0.1 -0.1 0.131
C -2.25499 -0.71655 2.23544 0.2 0.0 0.2 -0.676
C -2.28779 -1.82073 3.08334 -0.1 -0.1 -0.2 -0.702
C -1.17580 -2.58838 2.78632 0.0 0.0 0.1 -0.440
C -0.82111 -3.83367 3.56625 0.1 0.0 0.0 0.174
C -0.22607 -5.04224 2.84518 -0.1 0.0 0.0 -1.239
C 0.05500 -3.44217 4.76330 0.1 0.0 -0.1 -1.399
C -3.24283 0.41878 2.24006 0.0 0.0 0.1 1.626
C -3.71633 0.85005 0.85350 -0.1 -0.1 -0.1 0.060
C -4.47416 0.06586 3.07945 0.1 0.1 0.1 -2.062
H 4.34820 3.20217 3.27989 0.0 0.0 0.0 0.505
H 4.72059 2.01333 2.02565 0.0 0.0 0.0 0.329
H 3.44053 3.20871 1.77460 0.0 0.0 0.0 0.279
H 3.37485 1.12826 3.99569 0.1 0.0 0.0 0.559
H 1.38432 3.22928 3.16621 0.1 0.0 0.1 0.483
H 0.98547 1.87788 4.24440 0.0 0.0 0.0 0.292
H 2.28443 3.00072 4.64982 0.0 0.0 0.0 0.577
H 4.62967 -0.40930 2.66065 0.0 0.0 0.0 0.749
H 5.00863 -2.47324 1.11038 0.0 0.0 0.1 0.616
H 2.83584 -4.39672 0.28538 -0.1 0.0 0.0 0.114
H 3.29799 -3.04184 -0.75676 0.0 0.0 0.0 0.135
H 4.48968 -4.25546 -0.28015 0.0 0.0 0.0 0.587
H 3.08489 -4.12149 2.81168 0.0 0.0 0.0 0.088
H 4.72068 -4.61873 2.36666 0.0 0.0 0.0 0.458
H 4.47636 -3.20507 3.40184 0.0 0.0 0.0 0.404
H 1.09601 -3.47725 1.34330 0.0 -0.1 0.0 -0.783
H -1.17169 -3.46974 -3.15751 0.0 0.0 0.0 0.609
H 0.85268 -4.96194 -0.10517 0.1 0.0 0.0 -0.392
H 0.84997 -5.34982 -3.13805 0.0 0.0 0.0 0.375
H 2.21840 -4.70062 -2.23454 0.0 0.0 0.0 0.320
H 1.67900 -6.36137 -1.95354 0.0 0.0 0.0 0.448
H -1.37527 -5.72428 -2.04416 0.0 0.0 0.0 0.415
H -0.62821 -6.77475 -0.84016 0.0 0.0 0.0 0.425
H -1.60766 -5.39190 -0.32763 0.0 0.0 0.0 0.317
H -1.61055 0.35745 -2.55823 0.0 -0.1 0.1 -1.482
H -3.50996 -2.04053 -2.61196 0.0 0.0 0.0 0.506
H -3.43108 -0.84989 -1.31419 0.0 0.0 -0.1 0.234
H -4.01311 -0.38522 -2.93041 0.0 0.0 0.0 0.517
H -2.04942 -1.81156 -4.65149 0.0 0.0 0.0 0.409
H -2.27274 -0.07306 -4.83736 0.0 0.0 0.0 0.440
H -0.64686 -0.73774 -4.62677 0.0 0.0 0.0 0.297
H -3.04242 -2.06184 3.81164 0.0 0.0 0.0 0.623
H -1.78999 -4.16298 3.95077 0.0 0.0 0.1 0.548
H 0.82951 -4.91188 2.61786 0.0 0.0 0.0 -0.110
H -0.30856 -5.90674 3.50570 0.0 0.0 0.0 0.546
H -0.75620 -5.27482 1.92077 0.0 0.0 0.0 0.115
H 1.02900 -3.08558 4.41660 0.0 0.0 0.0 0.227
H -0.40572 -2.64998 5.35321 0.0 0.0 0.0 0.364
H 0.22191 -4.30528 5.40915 0.0 0.0 0.0 0.441
H -2.75099 1.25689 2.74877 0.0 0.0 -0.2 -0.371
H -4.53748 0.20342 0.53163 0.1 0.0 0.0 0.812
H -4.09530 1.87166 0.88162 0.0 0.0 0.0 0.400
H -2.93237 0.78697 0.10011 0.1 0.1 0.1 -1.499
H -4.94116 -0.84893 2.71073 0.0 0.0 0.0 0.439
H -4.23335 -0.06746 4.13405 0.0 0.0 0.0 0.425
H -5.20539 0.87158 3.00709 0.0 0.0 0.0 0.456
S -0.30292 2.13262 1.76117 -0.4 -0.4 -0.2 -0.370
C -1.50238 3.36660 1.33920 0.0 0.0 -0.1 0.783
C -2.06716 4.07324 2.39376 0.0 0.1 0.0 -0.610
C -3.06438 5.00286 2.13039 0.0 0.0 0.0 -0.986
C -3.47863 5.22783 0.82573 0.0 0.0 0.0 -0.861
C -2.89453 4.52974 -0.22629 0.0 0.1 -0.1 -1.136
C -1.90515 3.59788 0.03103 0.0 -0.1 0.0 -0.188
As -0.99307 2.53326 -1.30315 0.0 -0.1 0.5 2.432
C 0.52968 3.68810 -1.66600 0.0 0.0 -0.1 0.530
C 0.95864 4.61956 -0.72921 0.0 0.0 0.1 -1.009
C 2.10877 5.36172 -0.96386 0.0 0.0 0.0 -0.742
C 2.82908 5.18269 -2.13483 0.0 0.0 0.0 -0.846
C 2.39246 4.26485 -3.08108 0.0 0.0 0.0 -0.953
C 1.24910 3.51814 -2.84619 0.0 0.0 0.0 -0.514
C -2.15770 2.82591 -2.83189 0.0 -0.1 0.1 0.285
C -3.38131 2.16407 -2.82677 -0.1 0.1 0.1 0.042
C -4.29941 2.37987 -3.84130 0.0 0.0 0.0 -0.931
C -3.99553 3.26135 -4.87076 0.0 0.0 0.0 -0.824
C -2.78469 3.93842 -4.86673 0.0 0.0 0.0 -0.788
C -1.86521 3.72887 -3.84674 0.1 0.0 0.0 -0.887
H -1.74105 3.88353 3.40955 0.0 0.0 0.0 0.585
H -3.52095 5.54775 2.94613 0.0 0.0 0.0 0.424
H -4.25917 5.94914 0.62322 0.0 0.0 0.0 0.430
H -3.21760 4.71180 -1.24430 0.0 0.0 0.0 0.533
H 0.40049 4.78628 0.18350 0.0 0.0 0.0 0.379
H 2.43465 6.08760 -0.22974 0.0 0.0 0.0 0.497
H 3.72672 5.76011 -2.31410 0.0 0.0 0.0 0.427
H 2.94854 4.12125 -3.99891 0.0 0.0 0.0 0.493
H 0.92565 2.79744 -3.58649 0.0 0.0 0.0 0.639
H -3.62998 1.49431 -2.01307 0.0 0.0 0.0 0.490
H -5.25080 1.86375 -3.82657 0.0 0.0 0.0 0.460
H -4.70673 3.42867 -5.66869 0.0 0.0 0.0 0.404
H -2.55199 4.63965 -5.65718 0.0 0.0 0.0 0.452
H -0.93504 4.28011 -3.84726 0.0 0.0 0.0 0.490
Br 5.40809 1.38694 -3.75822 -0.1 0.0 0.0 -0.131
C 3.87715 1.18143 -2.66598 0.0 0.0 0.0 -0.588
C 2.75390 0.54495 -3.16858 0.0 0.0 0.0 -0.942
C 1.63166 0.41532 -2.36675 0.0 0.0 0.0 0.478
C 1.60239 0.88147 -1.04783 0.0 -0.4 0.0 0.995
C 2.75897 1.51228 -0.57993 -0.1 0.2 0.0 0.124
C 3.87795 1.68810 -1.37846 0.0 0.0 0.0 -0.731
H 2.75017 0.16634 -4.18245 0.0 0.0 0.0 0.520
H 0.76574 -0.06718 -2.79888 0.0 0.0 0.0 0.124
H 2.77597 1.94834 0.40588 0.0 -0.1 0.0 -0.189
H 4.74317 2.21469 -0.99713 0.0 0.0 0.0 0.594
```
Positions in Å, forces in eV/Å.

***

[2]
C54H44Br2GeMnN3O2PS | ωB97M-V/def2-TZVPD

Output
- Multiplicity: 2
- Expectation value of S²: 1.010
- Net charge: +2
- Highest occupied orbital energy (alpha / beta): -12.65 / -12.56 eV

The geometry in XYZ format:
```
109
Properties=species:S:1:pos:R:3:forces:R:3:mulliken_charge:R:1
Mn -0.08672 -0.15258 -0.67517 -0.3 -0.5 -0.8 -0.075
C 3.76005 1.66474 5.65785 0.0 0.0 0.0 -0.660
C 2.41149 1.31788 5.62536 0.0 0.0 0.0 -0.746
C 1.82800 0.92565 4.43599 0.0 0.0 0.0 -0.398
C 2.61123 0.87165 3.27717 0.1 0.0 0.0 0.251
C 3.96226 1.21079 3.30835 0.0 0.0 0.0 -0.704
C 4.53286 1.61350 4.50752 0.0 0.0 0.0 -0.858
P 1.84325 0.32949 1.77810 0.0 0.0 -0.1 2.124
C 3.04413 0.17804 0.47865 -0.1 0.0 0.0 0.864
C 3.79735 -0.98524 0.32826 0.0 0.0 0.0 -0.766
C 4.77874 -1.03768 -0.64670 0.0 0.0 0.0 -0.876
C 5.02221 0.07040 -1.44968 0.0 0.0 0.0 -0.565
C 4.28282 1.23476 -1.29026 0.0 0.0 0.0 -0.800
C 3.28710 1.28939 -0.32965 0.0 0.0 0.0 -0.297
C 0.42673 1.33353 1.41836 -0.2 0.4 0.5 0.985
C 0.51013 2.65311 1.93734 -0.1 -0.1 0.1 -0.848
C -0.61924 3.43284 1.98178 -0.1 0.0 0.0 -1.100
C -1.84459 2.89102 1.57179 0.0 0.0 0.0 -0.858
C -1.91291 1.62452 1.02726 0.0 0.0 -0.1 -0.881
C -0.77499 0.81897 0.86718 0.5 0.1 0.1 1.140
H 4.20957 1.97619 6.59167 0.0 0.0 0.0 0.428
H 1.81829 1.35524 6.52922 0.0 0.0 0.0 0.510
H 0.77678 0.65579 4.40789 0.0 0.0 0.0 0.212
H 4.56573 1.16238 2.41078 0.0 0.0 0.0 0.466
H 5.57985 1.88276 4.54151 0.0 0.0 0.0 0.455
H 3.62934 -1.83984 0.97217 0.0 0.0 0.0 0.504
H 5.36640 -1.93764 -0.77074 0.0 0.0 0.0 0.479
H 5.79913 0.02741 -2.20154 0.0 0.0 0.0 0.452
H 4.47991 2.09631 -1.91395 0.0 0.0 0.0 0.457
H 2.70811 2.19731 -0.20067 0.0 0.0 0.0 0.291
H 1.43830 3.03862 2.34286 0.0 0.0 0.0 0.599
H -0.57244 4.43963 2.37441 0.0 0.0 0.0 0.517
H -2.74401 3.48781 1.66564 0.0 0.0 0.0 0.525
H -2.87081 1.25862 0.67153 0.0 0.0 0.0 0.503
Br -2.46323 4.75345 -4.53054 0.0 0.0 0.0 -0.088
C -1.74018 3.41015 -3.44780 0.0 0.0 0.0 -0.418
C -0.66623 3.68008 -2.61680 0.0 0.0 0.0 -0.842
C -0.18212 2.65234 -1.83238 0.0 0.0 0.0 -0.396
N -0.69172 1.42126 -1.84822 0.1 -0.1 0.1 0.676
C -1.73215 1.16241 -2.65399 0.0 0.0 0.0 0.388
C -2.28641 2.13684 -3.46629 0.0 0.0 0.0 -0.722
C -2.26305 -0.22308 -2.57588 0.0 0.1 0.0 0.761
C -3.25166 -0.70063 -3.41729 0.0 0.0 0.0 -0.873
C -3.70931 -1.99726 -3.23967 0.0 0.0 0.0 -0.466
Br -5.04221 -2.67907 -4.36217 0.0 0.0 0.0 -0.104
C -3.17850 -2.77674 -2.22653 0.0 0.0 0.0 -1.106
C -2.18350 -2.22758 -1.44194 0.0 0.0 0.0 -0.345
N -1.72139 -0.98947 -1.61517 0.1 0.0 0.2 0.795
H -0.22127 4.66350 -2.57183 0.0 0.0 0.0 0.502
H 0.64241 2.81875 -1.15168 0.0 0.0 0.0 0.285
H -3.13773 1.92688 -4.09638 0.0 0.0 0.0 0.537
H -3.66640 -0.08768 -4.20323 0.0 0.0 0.0 0.522
H -3.52700 -3.78379 -2.04837 0.0 0.0 0.0 0.577
H -1.73123 -2.79482 -0.63989 0.0 0.0 0.0 0.602
O 1.39876 -1.18025 2.19591 0.0 0.1 0.0 -0.702
C 0.62692 -2.07748 1.54540 -0.1 -0.1 0.1 0.088
O 0.24175 -1.90149 0.41028 0.1 0.2 -0.1 0.422
C 0.28965 -3.24376 2.40857 0.1 0.0 0.1 -0.832
C -1.07007 -3.86533 2.08397 0.0 0.0 0.0 -0.732
Ge -2.04234 -4.19127 3.78136 0.0 0.0 0.0 1.393
C -3.85678 -4.74405 3.38598 0.0 0.0 0.0 0.112
C -4.76536 -4.95017 4.42452 0.0 0.0 0.0 -0.325
C -6.06657 -5.35100 4.15772 0.0 0.0 0.0 -0.777
C -6.47644 -5.55127 2.84583 0.0 0.0 0.0 -0.499
C -5.58285 -5.35248 1.80340 0.0 0.0 0.0 -0.581
C -4.28066 -4.95220 2.07499 0.0 0.0 0.0 -0.366
C -1.91851 -2.44409 4.66202 0.0 0.0 0.0 -0.479
C -1.96211 -1.26475 3.91237 0.0 0.0 0.0 -0.058
C -1.84272 -0.02159 4.51998 0.0 0.0 0.0 -0.359
C -1.67928 0.06266 5.89770 0.0 0.0 0.0 -0.378
C -1.63794 -1.09764 6.65780 0.0 0.0 0.0 -0.845
C -1.75700 -2.33901 6.04284 0.0 0.0 0.0 -0.395
C -1.09874 -5.52377 4.83172 0.0 0.0 0.0 0.158
C -1.55169 -6.84297 4.85292 0.0 0.0 0.0 -0.552
C -0.86270 -7.81724 5.56390 0.0 0.0 0.0 -0.707
C 0.28837 -7.48266 6.26336 0.0 0.0 0.0 -0.468
C 0.74967 -6.17273 6.25355 0.0 0.0 0.0 -0.850
C 0.05869 -5.20078 5.54338 0.0 0.0 0.0 0.185
H 0.32831 -2.84698 3.42557 0.0 -0.1 0.0 0.268
H 1.11113 -3.96572 2.35265 0.0 0.0 -0.1 0.401
H -0.97770 -4.76988 1.48367 0.0 0.0 0.0 0.688
H -1.67768 -3.15496 1.51917 0.0 0.0 0.0 0.175
H -4.46028 -4.80135 5.45514 0.0 0.0 0.0 0.419
H -6.76100 -5.50841 4.97284 0.0 0.0 0.0 0.411
H -7.49074 -5.86611 2.63805 0.0 0.0 0.0 0.396
H -5.89953 -5.51617 0.78084 0.0 0.0 0.0 0.405
H -3.59033 -4.81186 1.24872 0.0 0.0 0.0 0.232
H -2.10792 -1.30064 2.83474 0.0 0.0 0.0 0.429
H -1.89610 0.87991 3.92107 0.0 0.0 0.0 0.379
H -1.60006 1.02979 6.37877 0.0 0.0 0.0 0.508
H -1.52043 -1.03858 7.73233 0.0 0.0 0.0 0.443
H -1.71285 -3.23484 6.65285 0.0 0.0 0.0 0.515
H -2.45638 -7.11488 4.31965 0.0 0.0 0.0 0.343
H -1.22885 -8.83564 5.57780 0.0 0.0 0.0 0.419
H 0.82174 -8.24019 6.82277 0.0 0.0 0.0 0.405
H 1.64108 -5.90812 6.80814 0.0 0.0 0.0 0.415
H 0.41918 -4.17675 5.56696 0.0 0.0 0.0 0.384
S 1.34348 -0.65116 -2.62058 0.0 0.0 0.1 -0.530
C 1.37714 -2.28950 -3.09298 0.0 -0.1 0.0 0.434
N 1.75644 -2.54964 -4.37296 0.0 0.0 0.0 0.026
C 1.85571 -3.78401 -4.92108 0.0 0.1 0.0 -0.346
C 1.55950 -4.88317 -4.17796 0.0 0.0 0.0 -0.705
C 1.16397 -4.68255 -2.84531 0.0 0.0 0.0 -0.324
C 1.07551 -3.42105 -2.31131 0.0 0.0 0.0 -0.103
H 1.97329 -1.74046 -4.94223 0.0 0.0 0.0 0.254
H 2.17397 -3.81936 -5.95277 0.0 0.0 0.0 0.436
H 1.63646 -5.86929 -4.60937 0.0 0.0 0.0 0.437
H 0.93139 -5.53971 -2.22564 0.0 0.0 0.0 0.501
H 0.78993 -3.26831 -1.28242 0.0 0.0 0.0 0.219
```
Positions in Å, forces in eV/Å.

***

Look up the net charge of the first one.
+1

***

The highest net charge belongs to which entry?
C54H44Br2GeMnN3O2PS